1.
Entry from OMol25: C5H9N in the gas phase at a distorted geometry (ωB97M-V with the def2-TZVPD basis set).

Last column: Mulliken charge in e.
Atoms and positions in Å:
1 N 0.041 1.449 -0.815  -0.30
2 C 0.574 -2.526 1.457  -0.70
3 C 0.512 -0.009 0.997  -0.39
4 C 0.423 -1.243 1.794  -0.21
5 C -0.856 1.739 -1.942  -0.74
6 C -0.157 0.203 -0.145  -0.14
7 H 0.780 -2.856 0.455  0.32
8 H 0.180 -0.895 2.804  0.26
9 H -0.959 -0.414 -0.525  0.28
10 H 1.006 1.590 -1.067  0.27
11 H -1.466 2.609 -1.708  0.22
12 H -0.295 1.881 -2.871  0.29
13 H 1.128 0.783 1.394  0.34
14 H 0.556 -3.168 2.328  0.24
15 H -1.466 0.856 -2.154  0.27

Atomic forces in eV per Å
N -0.5 -0.9 -0.6
C -0.1 1.2 1.2
C -0.6 -1.3 -1.1
C -0.1 1.1 0.0
C 0.5 -0.5 0.1
C 0.8 1.9 0.5
H 0.2 -0.2 -0.1
H 0.3 -1.0 0.2
H 0.1 -0.3 0.0
H 0.0 0.0 0.2
H -0.2 -0.1 -0.3
H 0.0 0.4 0.2
H 0.1 0.2 0.0
H -0.2 -0.7 -0.5
H -0.3 0.2 0.2

## Properties
total charge = 0
structure (SMILES) = C=C/C=C/NC
2S+1 = 1

2.
Entry from OMol25: C5H9N in the gas phase at a distorted geometry (ωB97M-V with the def2-TZVPD basis set).

Last column: Mulliken charge in e.
Atoms and positions in Å:
1 N 1.401 -0.463 2.362  -0.47
2 C 1.604 0.081 -1.387  -1.18
3 C -1.838 -0.055 0.961  -1.36
4 C -0.304 0.377 0.545  0.43
5 C 0.157 -0.126 -0.866  -0.51
6 C 0.675 -0.029 1.567  0.21
7 H -0.716 1.357 0.676  0.18
8 H -1.864 -1.130 1.003  0.36
9 H 1.710 -0.378 -2.384  0.35
10 H -0.527 0.300 -1.604  0.35
11 H -2.590 0.318 0.233  0.34
12 H 2.359 -0.394 -0.750  0.34
13 H -2.184 0.360 1.936  0.37
14 H 1.870 1.136 -1.498  0.30
15 H -0.014 -1.211 -0.848  0.29

Atomic forces in eV per Å
N -0.7 0.6 -1.0
C -0.1 0.1 0.3
C 0.7 -0.6 -0.2
C -1.8 -0.7 0.4
C -0.4 0.0 0.1
C 0.0 -0.4 0.8
H 1.9 1.7 -0.6
H -0.4 -0.5 0.1
H -0.2 0.1 0.4
H -0.1 -0.1 0.1
H 0.8 -0.3 0.0
H -0.2 0.1 0.1
H 0.8 -0.2 -0.5
H -0.1 -0.1 0.1
H -0.1 0.1 -0.1

## Properties
total charge = 0
structure (SMILES) = CC[C@@H](C)C#N
2S+1 = 1

3.
Entry from OMol25: C5H9N in the gas phase at a distorted geometry (ωB97M-V with the def2-TZVPD basis set).

Last column: Mulliken charge in e.
Atoms and positions in Å:
1 N -0.855 2.147 0.267  -0.42
2 C 0.122 -0.139 0.047  0.85
3 C -0.989 -0.565 -0.832  -0.68
4 C 0.508 -1.050 1.248  -1.28
5 C 0.384 -0.440 -1.415  -0.69
6 C 0.241 1.651 0.348  -0.29
7 H 0.083 -0.697 2.174  0.33
8 H 1.567 -1.313 1.476  0.29
9 H -1.141 -1.602 -0.520  0.22
10 H 1.304 1.931 0.633  0.31
11 H -1.939 -0.110 -1.174  0.28
12 H 0.461 0.399 -2.023  0.30
13 H 0.990 -1.333 -1.747  0.22
14 H -0.842 3.140 0.590  0.25
15 H 0.106 -2.019 0.925  0.31

Atomic forces in eV per Å
N -2.8 3.7 0.7
C 1.6 4.2 0.9
C -0.8 -1.8 0.5
C 0.5 -0.4 -1.5
C 0.5 -2.1 0.7
C 3.4 -7.1 -0.1
H -0.5 0.0 0.2
H -0.4 0.9 -0.6
H -0.6 0.1 -0.5
H -1.4 0.4 -0.2
H 1.1 0.4 0.4
H 0.6 1.4 -1.0
H -0.9 1.0 0.4
H -0.1 -0.5 -0.6
H -0.2 0.0 0.7

## Properties
total charge = 0
structure (SMILES) = [H]/N=C/C1(C)CC1
2S+1 = 1

4.
Entry from OMol25: C5H9N in the gas phase at a distorted geometry (ωB97M-V with the def2-TZVPD basis set).

Last column: Mulliken charge in e.
Atoms and positions in Å:
1 N -0.571 2.054 -1.171  -0.44
2 C -0.179 0.133 0.245  -0.35
3 C -0.526 0.666 -0.934  -0.09
4 C -0.688 -1.207 0.670  -0.43
5 C 0.469 2.760 -1.194  -0.29
6 C 0.565 -2.090 0.959  -1.06
7 H 1.216 -2.091 0.084  0.32
8 H -1.260 -1.011 1.610  0.23
9 H 0.316 3.849 -1.244  0.24
10 H 0.241 -3.128 1.105  0.31
11 H 1.501 2.436 -1.115  0.30
12 H -1.008 0.063 -1.701  0.31
13 H -1.368 -1.626 -0.072  0.34
14 H 1.077 -1.693 1.819  0.31
15 H 0.214 0.886 0.940  0.29

Atomic forces in eV per Å
N 0.4 -0.5 -0.2
C -1.1 1.4 -1.0
C -0.2 -0.1 0.2
C 1.4 0.3 1.1
C -0.4 1.2 0.2
C -1.5 -0.6 -0.6
H 0.1 0.1 0.1
H 0.3 -0.5 -0.6
H 0.2 -0.3 -0.2
H 0.3 0.1 0.4
H 0.1 -0.5 0.1
H -0.1 0.1 0.1
H 0.2 0.0 0.0
H 0.3 -0.1 0.3
H 0.0 -0.7 0.3

## Properties
total charge = 0
structure (SMILES) = C=N/C=C/CC
2S+1 = 1

5.
Entry from OMol25: C5H9N in the gas phase at a distorted geometry (ωB97M-V with the def2-TZVPD basis set).

Last column: Mulliken charge in e.
Atoms and positions in Å:
1 N 1.341 0.823 -0.003  -0.48
2 C -0.467 -1.067 -0.691  -0.80
3 C -1.033 1.469 -0.033  -1.13
4 C 2.394 0.163 -0.204  -0.31
5 C -0.486 -0.889 0.808  -0.66
6 C -0.011 0.293 0.052  0.97
7 H -1.172 1.844 1.098  0.21
8 H -1.309 -0.784 1.423  0.26
9 H 3.268 0.700 0.003  0.29
10 H 0.242 -1.219 1.516  0.30
11 H -1.959 1.028 -0.371  0.28
12 H 2.579 -0.988 -0.225  0.19
13 H -1.389 -0.952 -1.163  0.26
14 H -0.696 2.373 -0.588  0.37
15 H 0.306 -1.543 -1.302  0.25

Atomic forces in eV per Å
N -1.1 -0.8 0.2
C 1.9 1.7 1.5
C 0.9 0.2 2.9
C -0.5 -2.4 1.3
C 2.6 0.0 -0.3
C -1.0 1.0 -2.3
H 0.1 -0.7 -2.4
H -2.5 0.3 0.3
H 1.6 0.8 -0.4
H 1.1 -1.1 -0.3
H -0.5 0.5 -0.2
H -0.9 1.6 -0.4
H -1.3 0.0 -0.7
H -0.2 -1.0 0.0
H -0.2 -0.2 0.8

## Properties
total charge = 0
structure (SMILES) = C=NC1(C)CC1
2S+1 = 1

6.
Entry from OMol25: C5H9N in the gas phase at a distorted geometry (ωB97M-V with the def2-TZVPD basis set).

Last column: Mulliken charge in e.
Atoms and positions in Å:
1 N 0.452 2.029 -0.726  -0.47
2 C -0.425 0.001 0.351  -0.54
3 C -0.282 -1.077 -0.412  0.16
4 C -1.293 -2.179 -0.489  -1.16
5 C 0.524 1.144 0.364  0.43
6 C 1.395 1.302 1.377  -0.97
7 H 2.030 2.179 1.364  0.24
8 H 1.395 0.522 2.120  0.30
9 H -1.742 -2.156 -1.480  0.28
10 H 1.112 2.776 -0.594  0.21
11 H -1.326 0.157 0.906  0.28
12 H 0.653 -1.090 -0.969  0.36
13 H -2.059 -2.077 0.270  0.32
14 H 0.345 1.606 -1.630  0.24
15 H -0.781 -3.137 -0.453  0.32

Atomic forces in eV per Å
N -0.5 -0.2 1.3
C 0.1 0.2 -0.8
C 0.2 0.7 0.6
C 0.8 0.1 -0.8
C 0.8 -0.3 0.0
C -0.9 -0.1 -1.0
H 0.3 -0.2 0.4
H 0.2 0.4 0.4
H -0.3 0.0 -0.1
H 0.1 0.1 -0.8
H -0.5 0.0 0.5
H -0.2 -0.5 -0.2
H 0.0 -0.1 0.1
H 0.1 0.1 -0.1
H -0.1 -0.2 0.4

## Properties
total charge = 0
structure (SMILES) = C=C(N)/C=C/C
2S+1 = 1

7.
Entry from OMol25: C5H9N in the gas phase (ωB97M-V with the def2-TZVPD basis set).

Last column: Mulliken charge in e.
Atoms and positions in Å:
1 N 0.822 -0.367 -0.199  0.12
2 C -1.605 0.361 -0.300  -0.78
3 C -1.082 0.843 1.014  -0.45
4 C 0.876 0.065 -1.468  -0.82
5 C -0.511 -0.403 0.397  -0.24
6 C 1.864 -0.740 0.535  -0.51
7 H 1.793 -0.759 1.615  0.27
8 H -1.359 0.988 -1.151  0.36
9 H -1.716 0.715 1.884  0.25
10 H -0.461 1.733 1.007  0.25
11 H 1.861 0.313 -1.831  0.29
12 H -0.711 -1.339 0.915  0.45
13 H -2.579 -0.103 -0.367  0.23
14 H 0.071 -0.241 -2.126  0.31
15 H 2.794 -0.922 0.008  0.25

Atomic forces in eV per Å
N 0.0 0.1 0.0
C -0.3 0.0 -0.1
C 0.0 0.1 0.2
C 0.3 -0.3 -0.1
C -0.1 0.0 0.0
C 0.0 0.1 0.0
H -0.1 0.0 -0.2
H 0.1 -0.4 0.2
H 0.2 0.0 0.0
H -0.1 -0.1 0.0
H 0.0 -0.2 -0.2
H -0.1 0.2 -0.4
H 0.0 0.0 0.2
H 0.2 0.3 0.1
H -0.2 0.1 0.2

## Properties
total charge = 0
2S+1 = 1

8.
Entry from OMol25: C5H9N in the gas phase at a distorted geometry (ωB97M-V with the def2-TZVPD basis set).

Last column: Mulliken charge in e.
Atoms and positions in Å:
1 N 2.814 0.080 -0.944  -0.45
2 C 0.981 -0.221 0.907  -0.57
3 C -0.934 -1.162 -0.483  -1.41
4 C -0.577 1.332 -0.345  -1.45
5 C -0.454 -0.003 0.389  0.56
6 C 2.004 -0.095 -0.137  0.22
7 H 0.014 1.323 -1.269  0.36
8 H 1.220 0.541 1.657  0.32
9 H -0.363 -1.215 -1.418  0.33
10 H -1.083 0.033 1.289  0.25
11 H -0.835 -2.125 0.030  0.37
12 H -0.220 2.165 0.272  0.35
13 H 1.077 -1.198 1.394  0.35
14 H -1.619 1.532 -0.613  0.40
15 H -1.990 -1.028 -0.743  0.37

Atomic forces in eV per Å
N -0.8 -0.3 0.7
C 0.0 0.0 0.1
C 0.0 0.0 0.0
C 0.0 0.1 0.0
C -0.1 0.0 0.0
C 0.7 0.2 -0.7
H -0.1 0.0 0.1
H 0.0 -0.1 0.0
H 0.0 0.0 0.1
H 0.1 0.0 -0.1
H 0.0 0.1 -0.1
H -0.1 -0.1 -0.1
H 0.0 0.1 -0.1
H 0.1 0.0 0.0
H 0.2 0.0 0.0

## Properties
total charge = 0
structure (SMILES) = CC(C)CC#N
2S+1 = 1

ΔE to the lowest compared entry with this formula, charge and spin list, top to bottom, in kJ/mol: 179.1 98.0 294.5 158.0 266.2 117.8 337.8 1.3
LUMO list, top to bottom, in eV: 1.2 0.9 1.1 1.2 1.2 1.1 1.1 0.9
HOMO-LUMO gap list, top to bottom, in Eh: 0.333 0.431 0.371 0.361 0.375 0.342 0.286 0.453